# 1
78
Properties=species:S:1:pos:R:3 method="wB97M-V/def2-TZVPD" e_homo_ha="-0.3954 / -0.3973" energy_ev=-111523.072 multiplicity=2 homo_lumo_gap_ev="7.58 / 6.57" total_charge=+1 s2=0.79 largest_force_ev_per_a=1.300 relative_energy_kcal_mol=4.3 e_lumo_ev="-3.176 / -4.238"
Ir -0.392 -0.330 0.104
O -4.077 4.471 0.875
C -3.201 3.470 0.740
C -2.889 2.571 1.755
C -1.978 1.576 1.484
N -1.374 1.437 0.303
C -1.656 2.316 -0.670
C -2.562 3.336 -0.493
C -0.857 2.250 -1.936
O -0.902 3.061 -2.802
O -0.025 1.158 -1.939
C -1.559 0.559 2.514
O -2.007 0.561 3.630
O -0.664 -0.299 2.069
H -4.440 4.501 1.769
H -3.323 2.614 2.746
H -2.740 4.036 -1.297
O 1.546 0.147 -0.131
C 1.990 1.360 -0.670
C 1.568 2.536 0.189
C 1.368 2.494 1.536
C 0.973 3.749 2.072
C 0.890 4.719 1.119
S 1.299 4.118 -0.430
C 3.496 1.312 -0.780
C 4.404 2.307 -0.584
C 5.741 1.897 -0.852
C 5.813 0.600 -1.248
S 4.268 -0.135 -1.300
C 1.355 1.419 -2.063
C 1.921 1.607 -3.249
C 1.286 1.492 -4.545
C 0.451 0.478 -4.974
S 0.085 -0.916 -4.124
H 1.495 1.588 2.112
H 0.771 3.924 3.119
H 0.633 5.758 1.245
H 4.132 3.299 -0.253
H 6.603 2.538 -0.744
H 6.694 0.031 -1.499
H 2.961 1.916 -3.236
H 1.549 2.253 -5.271
H 0.043 0.581 -5.974
O 0.394 -2.172 -0.469
S 1.341 -2.782 0.585
C 2.825 -3.374 -0.248
C 3.081 -4.754 0.348
C 1.721 -5.448 0.350
C 0.738 -4.456 0.968
H 3.604 -2.633 -0.097
H 2.580 -3.433 -1.311
H 3.476 -4.667 1.363
H 3.819 -5.291 -0.246
H 1.729 -6.387 0.901
H 1.426 -5.667 -0.677
H 0.717 -4.505 2.056
H -0.280 -4.530 0.589
S -6.237 -3.268 -0.836
C -4.723 -2.466 -0.463
C -4.010 -1.893 -1.519
C -2.799 -1.295 -1.265
N -2.267 -1.219 -0.034
C -2.943 -1.775 0.982
C -4.158 -2.405 0.808
C -6.996 -3.343 0.772
C -6.990 -4.524 1.499
C -7.610 -4.529 2.742
N -8.206 -3.465 3.268
C -8.216 -2.343 2.552
C -7.630 -2.228 1.299
H -4.397 -1.910 -2.528
H -2.215 -0.859 -2.068
H -2.480 -1.725 1.957
H -4.652 -2.839 1.665
H -6.522 -5.417 1.107
H -7.623 -5.432 3.341
H -8.721 -1.494 2.997
H -7.674 -1.298 0.749


# 2
68
Properties=species:S:1:pos:R:3 method="wB97M-V/def2-TZVPD" e_homo_ha=-0.3856 energy_ev=-63724.809 homo_lumo_gap_ev=7.87 total_charge=+1 largest_force_ev_per_a=3.172 relative_energy_kcal_mol=20.4 e_lumo_ev=-2.621
Li 1.796 -23.433 -1.688
C 1.154 -28.056 -4.940
C 0.682 -26.983 -4.037
C -0.072 -27.237 -2.849
C -0.672 -26.204 -2.184
C -0.363 -24.927 -2.515
C 0.444 -24.610 -3.631
C 1.054 -25.657 -4.315
S -1.036 -23.561 -1.563
O 0.213 -22.817 -1.072
C -1.662 -22.510 -2.889
C -2.139 -23.145 -4.019
C -2.704 -22.440 -5.085
C -2.683 -21.048 -5.032
C -3.238 -20.176 -6.044
C -3.171 -18.819 -6.006
C -2.671 -18.188 -4.845
C -2.260 -18.982 -3.835
C -2.255 -20.427 -3.866
C -1.683 -21.109 -2.775
C -1.260 -20.306 -1.565
C -2.346 -19.913 -0.591
C -3.686 -20.306 -0.754
C -4.561 -19.999 0.297
C -4.148 -19.392 1.508
C -2.829 -19.077 1.711
C -1.936 -19.243 0.612
C -0.673 -18.708 0.750
C 0.319 -19.006 -0.159
C 0.016 -19.845 -1.296
S 1.498 -20.465 -2.100
O 1.038 -21.032 -3.417
C 2.316 -18.941 -2.614
C 1.807 -18.219 -3.728
C 2.502 -17.102 -4.125
C 3.684 -16.667 -3.469
C 4.244 -15.387 -3.835
C 4.208 -17.406 -2.429
C 3.531 -18.525 -2.041
H 0.955 -27.749 -6.000
H 0.599 -29.021 -4.822
H 2.219 -28.248 -4.892
H -0.142 -28.222 -2.388
H -1.252 -26.480 -1.269
H 0.621 -23.559 -3.889
H 1.771 -25.453 -5.101
H -2.275 -24.250 -4.040
H -3.053 -22.931 -5.932
H -3.634 -20.659 -6.975
H -3.609 -18.248 -6.779
H -2.525 -17.141 -4.760
H -1.967 -18.473 -2.915
H -3.995 -20.811 -1.642
H -5.593 -20.254 0.067
H -4.821 -19.169 2.307
H -2.556 -18.582 2.642
H -0.410 -18.166 1.651
H 1.325 -18.656 -0.011
H 0.904 -18.540 -4.232
H 2.155 -16.634 -5.017
H 3.383 -14.807 -4.281
H 5.083 -15.443 -4.621
H 4.718 -14.876 -3.006
H 5.030 -16.986 -1.833
H 3.962 -19.140 -1.288
O 3.374 -24.347 -2.694
H 3.524 -24.267 -3.647
H 4.292 -24.617 -2.403


# 3
66
Properties=species:S:1:pos:R:3 method="wB97M-V/def2-TZVPD" e_homo_ha=-0.2291 energy_ev=-50583.545 homo_lumo_gap_ev=3.59 total_charge=0 largest_force_ev_per_a=1.499 relative_energy_kcal_mol=0.0 e_lumo_ev=-2.647
C -4.043 -2.865 2.382
C -3.132 -3.568 3.179
C -1.761 -3.490 2.906
C -1.313 -2.713 1.832
P 0.466 -2.595 1.444
C 1.129 -2.207 3.097
C 1.972 -3.083 3.790
C 2.430 -2.734 5.068
C 2.071 -1.507 5.636
C 1.234 -0.627 4.935
C 0.768 -0.977 3.666
C 0.884 -4.203 0.874
C 1.762 -4.402 -0.161
N 2.525 -4.665 -1.022
O 0.776 -1.495 0.482
C -2.221 -2.028 1.018
C -3.588 -2.092 1.307
H -5.110 -2.917 2.601
H -3.480 -4.176 4.016
H -1.042 -4.016 3.539
H 2.251 -4.034 3.335
H 3.064 -3.427 5.626
H 2.430 -1.230 6.630
H 0.937 0.327 5.375
H 0.109 -0.302 3.116
H 0.392 -5.079 1.293
H -1.845 -1.435 0.180
H -4.294 -1.537 0.690
C 2.615 -9.151 -4.475
C 2.096 -7.751 -4.379
C 0.725 -7.506 -4.581
C 0.191 -6.253 -4.357
C 1.021 -5.158 -3.945
C 0.384 -3.941 -3.615
C 0.962 -2.646 -3.480
C 2.240 -2.376 -2.926
C 2.684 -1.094 -2.677
C 1.856 -0.019 -3.002
O 2.282 1.292 -2.806
C 3.180 1.820 -3.739
C 2.730 2.898 -4.512
C 3.524 3.347 -5.565
C 4.788 2.788 -5.782
C 5.238 1.741 -4.974
C 4.429 1.234 -3.954
C 0.594 -0.222 -3.589
C 0.181 -1.509 -3.848
C 2.430 -5.391 -3.924
C 2.941 -6.665 -4.105
H 3.649 -9.203 -4.128
H 2.011 -9.814 -3.843
H 2.563 -9.541 -5.500
H 0.075 -8.326 -4.896
H -0.876 -6.058 -4.492
H -0.706 -3.983 -3.515
H 2.863 -3.180 -2.558
H 3.656 -0.910 -2.219
H 1.743 3.317 -4.306
H 3.144 4.144 -6.207
H 5.425 3.182 -6.574
H 6.220 1.297 -5.136
H 4.745 0.382 -3.353
H -0.031 0.635 -3.852
H -0.783 -1.689 -4.325
H 3.118 -4.575 -3.739
H 4.015 -6.844 -4.007